1) Computed, not measured: a cluster of 2 separate species, C3H2N2S2 in total, with ωB97M-V/def2-TZVPD.

XYZ file:
```
9
Properties=species:S:1:pos:R:3:nbo_charge:R:1
N -0.18739 1.20689 0.49433 -0.20
C 0.61907 0.37903 0.46047 0.22
C 1.71192 -0.53336 0.31832 -0.30
S 2.55559 -1.09176 1.67392 0.27
C 2.51141 -0.71078 -0.81710 0.20
N 3.37512 -0.87998 -1.53844 -0.20
S -3.23776 0.71132 -0.75812 -0.31
H -3.33268 1.25908 0.60267 0.17
H -4.01527 -0.34044 -0.43606 0.14
```

Results
charge = 0
orbital gap = 6.60 eV
SMILES = N#CC(=S)C#N.S



2) Computed, not measured: a structure of composition C3H2N2S2, with ωB97M-V/def2-TZVPD.

XYZ file:
```
9
Properties=species:S:1:pos:R:3:nbo_charge:R:1
C 0.07424 0.71958 -0.25605 -0.04
C -0.07042 -0.54866 -0.04382 -0.01
C 2.37022 -0.17697 -0.40768 0.20
N 1.07047 -0.08757 -0.94730 -0.47
N 3.12197 -1.23320 -0.24789 -0.63
S 3.29362 1.18041 0.20533 0.09
S 4.56715 -0.52598 0.19098 0.37
H -0.31343 1.65631 -0.47453 0.23
H -0.11315 -1.40822 0.59467 0.25
```

Results
charge = 0
orbital gap = 8.15 eV



Which one sits at the top of the stability order? 1) does.



1) Computed, not measured: a cluster of 2 separate species, CH4Se in total, with ωB97M-V/def2-TZVPD.

XYZ file:
```
6
Properties=species:S:1:pos:R:3:nbo_charge:R:1
C 0.50377 -0.82450 0.27934 -0.32
Se -0.88394 1.43605 -2.00698 -0.36
H 1.22275 -1.64744 0.33841 0.19
H 0.64490 0.13841 -0.27542 0.22
H -0.60071 -0.86758 0.60411 0.20
H -1.58188 1.63645 -0.71673 0.05
```

Results
charge = 0
orbital gap (spin up / spin down) = 4.83 / 4.91 eV



2) Computed, not measured: a cluster of 2 separate species, CH4Se in total, with ωB97M-V/def2-TZVPD.

XYZ file:
```
6
Properties=species:S:1:pos:R:3:nbo_charge:R:1
C 0.92592 -0.27459 0.17655 -0.39
Se -1.91648 0.07004 0.16915 -0.23
H 1.03715 -1.33309 0.48740 0.21
H 0.72347 -0.22556 -0.86174 0.19
H 1.31047 0.57149 0.59199 0.18
H -2.08051 1.19171 -0.56335 0.04
```

Results
charge = 0
orbital gap (spin up / spin down) = 7.13 / 7.12 eV



Which one sits at the top of the stability order? 2) does.



1) Computed, not measured: an isolated molecule of C5H7NS, with ωB97M-V/def2-TZVPD.

XYZ file:
```
14
Properties=species:S:1:pos:R:3:nbo_charge:R:1
C 0.94526 1.11559 0.31593 0.02
C 1.13647 0.87229 1.65229 -0.55
C -0.33759 -1.32280 0.98018 -0.02
C -0.85303 -2.34242 0.35530 -0.53
C -0.40297 0.75591 -1.62054 -0.42
N 0.33963 0.28058 -0.47417 -0.45
S 0.18317 -0.44645 2.33925 0.47
H 1.26783 2.04615 -0.12225 0.20
H 1.62575 1.52507 2.35236 0.24
H -0.70671 -3.34994 0.61370 0.24
H -1.19330 -1.99473 -0.69166 0.24
H -0.24779 0.25136 -2.56518 0.20
H -1.40228 0.66081 -1.40281 0.20
H -0.35444 1.94857 -1.73239 0.17
```

Results
charge = 0
orbital gap (spin up / spin down) = 7.30 / 7.30 eV



2) Computed, not measured: a structure of composition C5H7NS, with ωB97M-V/def2-TZVPD.

XYZ file:
```
14
Properties=species:S:1:pos:R:3:nbo_charge:R:1
C -0.05912 -1.02122 0.32729 -0.41
C 0.35148 -0.99576 -1.11447 -0.21
C -1.09704 0.06530 -0.14541 -0.14
C -0.87190 1.51019 -0.01076 -0.03
C -0.59766 2.74293 -0.36720 -0.26
H 1.84161 0.43536 0.96164 0.13
H -0.32003 -2.05786 0.56197 0.26
H 0.53275 -2.04031 -1.51624 0.20
H 1.31517 -0.37562 -1.39529 0.19
H -0.88332 0.52753 -2.04178 0.38
H -2.13523 -0.05896 0.23476 0.22
H -0.38443 3.82823 -0.43781 0.26
N -0.91635 -0.33429 -1.52092 -0.60
S 1.25583 -0.73294 1.38391 0.02
```

Results
charge = 0
orbital gap = 9.90 eV



3) Computed, not measured: an isolated molecule of C5H7NS, with ωB97M-V/def2-TZVPD.

XYZ file:
```
14
Properties=species:S:1:pos:R:3:nbo_charge:R:1
C -1.66311 -1.48649 -1.43303 -0.20
C -1.66033 -0.50654 -0.67704 -0.09
C 0.05940 1.20423 -0.40128 -0.46
C 1.13662 0.77314 0.51046 -0.57
C -1.21409 0.56423 0.01208 -0.17
N 1.28448 -1.50732 1.37142 -0.93
S 2.00828 -0.77887 0.22481 0.68
H -2.09983 -2.21475 -2.11708 0.23
H -0.18194 2.31349 -0.28556 0.22
H 0.09960 1.00676 -1.51287 0.24
H 1.89728 1.55032 0.39133 0.22
H 0.80606 0.66922 1.53758 0.26
H -1.74662 0.91686 0.95731 0.22
H 1.27421 -2.50429 1.42187 0.36
```

Results
charge = 0
orbital gap (spin up / spin down) = 7.87 / 7.39 eV



Which one sits at the top of the stability order? 2) does.



1) Computed, not measured: a cluster of 2 separate species, C4H11NO3 in total, with ωB97M-V/def2-TZVPD.

XYZ file:
```
19
Properties=species:S:1:pos:R:3:nbo_charge:R:1
C 1.39839 -0.25586 0.33852 -0.45
N -0.05966 -0.06338 0.83117 -0.62
C -0.99167 0.79275 -0.00539 -0.16
C -1.63756 0.04544 -1.21996 -0.65
C -0.13991 2.04878 -0.28815 0.79
O 1.06646 2.33305 -0.26520 -0.59
O -1.01914 3.11128 -0.06234 -0.69
H 2.16311 0.38940 0.94386 0.20
H 1.69992 0.11368 -0.69654 0.20
H 1.48192 -1.29097 0.32978 0.22
H -0.46889 -1.00289 0.83039 0.35
H -1.75836 1.02575 0.78308 0.24
H -1.49822 -1.06599 -0.99122 0.21
H -2.71164 0.08597 -1.49220 0.23
H -1.16000 0.06409 -2.21054 0.23
H -0.34656 3.84241 -0.07033 0.49
O 1.35983 -3.29546 0.79902 -0.97
H 2.11297 -3.19954 1.26642 0.48
H 0.50900 -3.67853 1.17964 0.50
```

Results
charge = 0
orbital gap = 9.60 eV
SMILES = CN[C@H](C)C(=O)O.O



2) Computed, not measured: a cluster of 2 separate species, C4H11NO3 in total, with ωB97M-V/def2-TZVPD.

XYZ file:
```
19
Properties=species:S:1:pos:R:3:nbo_charge:R:1
N -0.27866 0.80881 0.82478 -0.86
C 0.16491 -0.02692 -0.29054 -0.16
C 0.99425 0.88758 -1.25799 0.44
O 2.16976 1.07659 -0.98094 -0.53
C -0.95732 -0.44767 -1.21587 -0.44
C -2.15146 -1.32463 -0.55395 -0.04
O -2.30746 -0.96486 0.80187 -0.74
H -0.34134 0.27986 1.75864 0.40
H 0.30242 1.58933 0.94564 0.36
H 0.68570 -1.02791 0.08786 0.21
H 0.39192 1.35636 -2.03843 0.13
H -0.44193 -1.01589 -2.09896 0.20
H -1.53050 0.35208 -1.73785 0.20
H -1.96107 -2.33631 -0.44744 0.18
H -3.06478 -1.16891 -1.08175 0.16
H -2.58510 -0.07427 1.01081 0.48
O 2.27975 0.02923 2.02118 -0.93
H 2.59548 -0.24537 1.17223 0.47
H 2.46104 0.97153 1.82909 0.46
```

Results
charge = 0
orbital gap = 9.76 eV
SMILES = N[C@H](C=O)CCO.O



3) Computed, not measured: a cluster of 2 separate species, C4H11NO3 in total, with ωB97M-V/def2-TZVPD.

XYZ file:
```
19
Properties=species:S:1:pos:R:3:nbo_charge:R:1
C -2.26016 1.02418 -0.54807 -0.27
O -1.15518 1.06158 0.35840 -0.56
C 0.17681 1.04274 -0.27032 0.83
C 1.15353 1.68929 0.65983 -0.73
O 0.36567 0.70222 -1.42009 -0.60
H -2.96501 1.81208 -0.27118 0.19
H -2.75261 0.05264 -0.44820 0.19
H -1.97559 1.18484 -1.59215 0.20
H 0.81240 1.63351 1.69473 0.25
H 2.10496 1.15708 0.60591 0.25
H 1.29250 2.73058 0.36354 0.25
N 1.65102 -1.64947 0.57563 -0.85
C 0.22252 -1.70458 0.43482 0.05
O -0.12308 -2.28675 -0.79606 -0.74
H 2.04471 -1.20012 -0.24865 0.35
H 2.01647 -2.59919 0.54613 0.37
H -0.18989 -2.33336 1.23093 0.17
H -0.42964 -0.72305 0.59258 0.19
H 0.01058 -1.59423 -1.46779 0.47
```

Results
charge = 0
orbital gap = 10.46 eV
SMILES = COC(C)=O.NCO



Which one sits at the top of the stability order? 3) does.



1) Computed, not measured: a structure of composition C4H7BrN, with ωB97M-V/def2-TZVPD.

XYZ file:
```
13
Properties=species:S:1:pos:R:3:nbo_charge:R:1
C 1.20179 -0.23076 -0.03044 -0.02
C 2.40767 -0.80354 0.15534 -0.29
C -0.62889 -0.90274 -0.01721 -0.22
C 0.40251 1.02281 -0.36808 -0.28
N -0.90051 0.48267 0.22177 -0.52
Br 4.06645 0.01226 -0.01164 0.17
H 2.51892 -1.86118 0.37645 0.26
H -0.70703 -1.05887 -1.01220 0.22
H -0.87936 -1.68926 0.70571 0.26
H 0.86998 1.97234 0.16729 0.26
H 0.28908 1.30139 -1.43797 0.26
H -1.69265 0.84359 -0.32567 0.45
H -0.88776 0.72991 1.22359 0.46
```

Results
charge = +1
orbital gap = 9.56 eV



2) Computed, not measured: the ion C4H7BrN with charge +1, with ωB97M-V/def2-TZVPD.

XYZ file:
```
13
Properties=species:S:1:pos:R:3:nbo_charge:R:1
Br -3.33506 0.13466 -0.12322 0.10
C -1.64033 -0.45000 0.69952 -0.49
C -0.46698 -0.16647 -0.22029 0.15
C 0.69072 -1.00966 -0.77916 -0.17
N 0.90082 0.14181 0.14134 -0.39
C 0.11509 1.16502 -0.60193 -0.21
H -1.58076 0.00604 1.66554 0.26
H -1.69722 -1.62884 0.87101 0.27
H 0.77271 -2.04310 -0.29214 0.26
H 0.88042 -1.03800 -1.82594 0.25
H 1.50372 0.53133 0.87584 0.48
H 0.38201 1.46478 -1.60621 0.25
H 0.14658 2.16139 0.06558 0.26
```

Results
charge = +1
orbital gap = 10.68 eV
SMILES = BrC[C@]12C[N@H+]1C2



3) Computed, not measured: the ion C4H7BrN with charge +1, with ωB97M-V/def2-TZVPD.

XYZ file:
```
13
Properties=species:S:1:pos:R:3:nbo_charge:R:1
C -0.76353 1.30792 -0.06959 -0.62
C -1.05011 -0.10761 0.39873 -0.37
C -0.12692 -1.16876 -0.26113 -0.57
C 1.22560 -0.85524 -0.10396 0.63
N 2.33900 -0.63218 0.10220 -0.35
Br 4.17218 0.37486 0.05437 0.54
H 0.18057 1.67469 0.32562 0.20
H -0.73794 1.37219 -1.15435 0.22
H -1.55223 1.96803 0.28355 0.25
H -2.06904 -0.39037 0.12634 0.24
H -0.96513 -0.17226 1.48359 0.23
H -0.31945 -1.21059 -1.34294 0.30
H -0.33299 -2.16067 0.15756 0.31
```

Results
charge = +1
orbital gap = 8.46 eV
SMILES = CCCC#[N+]Br



Which one sits at the top of the stability order? 3) does.



1) Computed, not measured: a cluster of 4 separate species, C3H16N2O3 in total, with ωB97M-V/def2-TZVPD.

XYZ file:
```
24
Properties=species:S:1:pos:R:3:nbo_charge:R:1
N -3.36180 0.43346 0.66870 -0.84
C -2.07912 1.10607 0.83732 -0.21
C -0.88610 0.33470 0.10544 -0.44
C -0.88718 -1.16206 0.45697 -0.22
N 0.41643 -1.57070 1.09941 -0.85
H -3.54335 0.16024 -0.28872 0.35
H -3.41486 -0.37076 1.29000 0.36
H -2.03110 2.15052 0.55732 0.18
H -1.84607 1.17101 1.90797 0.18
H -0.00443 0.90873 0.32799 0.22
H -1.35087 0.32417 -0.91218 0.19
H -1.58269 -1.47706 1.22464 0.19
H -0.99952 -1.82578 -0.45483 0.19
H 0.98843 -0.85260 1.53978 0.36
H 1.05569 -1.91562 0.34046 0.34
O 3.64913 0.19235 0.08074 -0.94
H 3.98046 -0.52769 -0.47628 0.47
H 4.06210 0.91109 -0.41968 0.47
O -0.29345 -0.24886 -6.36125 -0.95
H -1.20496 -0.18854 -6.07698 0.48
H 0.29928 0.30910 -5.85604 0.48
O 2.71006 0.60421 3.50219 -0.98
H 3.10730 0.68348 2.63341 0.49
H 3.21662 0.85051 4.27362 0.48
```

Results
charge = 0
orbital gap = 8.91 eV
SMILES = NCCCN.O.O.O



2) Computed, not measured: a cluster of 5 separate species, C3H16N2O3 in total, with ωB97M-V/def2-TZVPD.

XYZ file:
```
24
Properties=species:S:1:pos:R:3:nbo_charge:R:1
C 1.50833 -0.67687 0.20741 -0.61
C 1.26326 0.66065 0.92100 -0.29
N 0.14816 0.54329 1.84963 -0.21
C -0.97169 1.29696 1.30549 -0.46
N -0.79360 -2.49532 -1.48202 -1.09
H 2.25390 -0.63582 -0.54267 0.25
H 1.57756 -1.58682 0.83876 0.24
H 0.51168 -0.81889 -0.37974 0.28
H 1.06698 1.49053 0.21247 0.27
H 2.23570 1.01226 1.39894 0.27
H -0.27164 -0.39216 1.91622 0.42
H -0.85173 2.43647 1.53528 0.27
H -1.08076 1.13812 0.20022 0.32
H -1.83783 0.91958 1.82535 0.21
H -1.69381 -2.47605 -2.01193 0.37
H 0.16662 1.85331 -1.69988 0.48
H 0.27039 0.55278 -2.79605 0.47
O -0.48367 2.84026 -1.07695 -0.91
H -0.96441 3.48672 -1.46616 0.44
H -0.22680 -3.33315 -1.79343 0.35
O 0.76946 1.16540 -2.20318 -1.00
H -0.88731 -2.70004 -0.51737 0.39
H -1.06510 -2.36039 2.24108 0.44
O -0.64369 -1.92083 1.51753 -0.90
```

Results
charge = 0
orbital gap = 3.66 eV



Which one sits at the top of the stability order? 1) does.